# 1
This record from the Open Molecules 2025 dataset describes a structure of composition C4H12Cl3N4O2Rh. The level of theory is ωB97M-V with the def2-TZVPD basis set.

HOMO energy (spin up / spin down), Eh: -0.6090 / -0.6089
Expectation value of S²: 6.009
HOMO-LUMO gap (spin up / spin down), Eh: 0.35951 / 0.22847
Charge: +2
Multiplicity: 5
LUMO (spin up / spin down), eV: -6.7899 / -10.3529

```
26
Properties=species:S:1:pos:R:3:forces:R:3
Rh 0.36021 0.30069 0.08099 0.081 -0.203 -0.471
N -1.04783 -1.31811 -0.60119 -0.028 -0.045 0.057
C -2.31173 -0.62834 -0.97892 -0.056 0.030 -0.005
C -2.00390 0.61868 -1.79004 -0.041 -0.056 -0.066
N -1.14884 1.54337 -0.99764 -0.038 0.055 0.091
H -0.70299 -1.87875 -1.37852 -0.005 0.021 -0.009
H -1.21958 -1.97376 0.15929 0.022 0.021 0.017
H -2.83272 -0.36903 -0.05521 0.003 0.014 -0.018
H -2.96254 -1.29355 -1.54714 0.007 0.030 0.002
H -2.92830 1.11323 -2.09061 0.005 -0.030 0.015
H -1.45911 0.36007 -2.70030 -0.019 -0.003 0.004
H -1.70671 2.01449 -0.28421 0.017 -0.010 0.007
H -0.77993 2.29010 -1.58178 0.030 -0.025 -0.003
Cl 0.36935 2.75631 4.46506 -0.012 -0.070 0.007
C 0.05910 1.08563 4.05569 0.023 -0.043 -0.297
Cl -1.54312 0.57793 4.56577 0.043 0.015 0.023
Cl 1.32063 0.01483 4.69728 -0.032 0.026 0.042
C 0.17675 0.88434 2.53944 -0.065 -0.015 0.192
O 0.73530 1.69680 1.77930 0.145 0.158 0.062
O -0.28126 -0.19194 1.99195 -0.121 0.011 0.228
N 2.26383 1.31509 -0.77008 0.092 -0.103 0.063
N 2.46380 -0.08800 -0.55236 0.036 0.183 0.040
H 2.49838 1.59279 -1.71987 -0.017 0.041 0.010
H 2.77866 1.87997 -0.09732 -0.043 0.016 0.007
H 3.15239 -0.27637 0.17526 -0.005 -0.005 -0.006
H 2.72856 -0.57858 -1.40342 -0.022 -0.013 0.007
```
Positions in Å, forces in eV/Å.

These are the Löwdin partial charges, in e, on atoms 1 to 6: 1.35, -0.04, -0.20, -0.20, -0.03, 0.12

=====

# 2
This record from the Open Molecules 2025 dataset describes a cluster of 5 separate species, C4H12Cl4N3O6 in total. The level of theory is ωB97M-V with the def2-TZVPD basis set.

HOMO energy, Eh: -0.1322
HOMO-LUMO gap, Eh: 0.21059
Charge: -1
Multiplicity: 1
LUMO, eV: 2.1337

```
29
Properties=species:S:1:pos:R:3:forces:R:3
N -19.04708 -17.10778 20.34869 0.057 -0.033 0.311
H -19.83084 -16.95168 20.96630 -0.235 0.181 -0.274
H -18.19277 -17.13015 20.88698 1.184 -0.057 0.107
H -19.00345 -16.49985 19.54332 0.089 0.843 0.183
H -19.09906 -18.02518 19.92944 0.011 -2.015 -0.157
N -18.07082 -20.65567 19.62965 3.559 -2.074 2.905
O -17.10257 -20.73008 18.93515 1.576 3.610 -7.329
O -18.99855 -19.83242 19.68041 -1.844 1.777 -1.203
O -17.86911 -21.45730 20.50492 -4.053 -2.868 5.402
N -15.37758 -18.55669 20.94878 2.865 -4.874 -1.815
O -16.40930 -17.93822 21.10966 -2.184 2.105 0.739
O -15.36531 -19.81713 20.93918 -1.194 0.750 1.023
O -14.28335 -18.06329 20.64518 0.305 2.554 0.257
Cl -21.71164 -16.70956 19.11257 -0.942 -0.793 0.205
C -22.73350 -18.22446 19.51000 -0.016 0.885 0.156
C -22.43750 -19.22883 18.45390 0.712 -0.182 -0.068
Cl -23.20770 -20.80389 18.81112 -0.326 0.381 -0.104
H -23.76022 -17.90100 19.33878 0.075 0.132 0.702
H -22.51409 -18.54381 20.52881 -0.025 0.203 -0.163
H -21.37415 -19.46605 18.42028 -0.008 0.222 -0.337
H -22.84643 -18.73724 17.57118 0.317 -0.884 -0.523
Cl -16.72013 -14.95788 19.97664 0.039 0.486 -0.727
C -16.29395 -14.68514 18.25810 0.832 -0.529 -0.716
C -17.38411 -14.13955 17.35483 -0.111 0.109 0.882
Cl -18.79647 -15.25099 17.39199 -0.147 0.296 -0.089
H -15.92944 -15.62339 17.83986 -0.194 -0.248 0.362
H -15.41840 -14.03641 18.23243 -0.198 0.277 0.152
H -17.11684 -14.06730 16.30058 0.379 -0.121 0.241
H -17.65009 -13.14791 17.72088 -0.523 -0.133 -0.122
```
Positions in Å, forces in eV/Å.

These are the Löwdin partial charges, in e, on atoms 1 to 6: 0.23, 0.10, 0.05, -0.02, 0.06, -0.66

=====

# 3
This record from the Open Molecules 2025 dataset describes the ion C4H12ClN2Si with charge +1. The level of theory is ωB97M-V with the def2-TZVPD basis set.

Structure (SMILES): CN[C@]([SiH3])(Cl)/C=[NH+]/C
HOMO energy, Eh: -0.4822
HOMO-LUMO gap, Eh: 0.31071
Charge: +1
Multiplicity: 1
LUMO, eV: -4.6652

```
20
Properties=species:S:1:pos:R:3:forces:R:3
C 0.94798 2.11115 -0.81440 -1.200 -0.929 -0.121
N -0.25398 1.66468 0.02132 0.714 -0.272 2.248
C 0.02951 0.55019 0.92579 -1.555 -0.308 0.709
Si -1.97632 -0.26096 1.73931 0.944 1.772 -2.411
Cl 0.62809 0.77129 2.69964 0.289 0.301 -1.353
C 0.56985 -0.62950 0.32182 -1.426 1.088 -2.266
N 0.18023 -0.95936 -0.91424 2.133 -1.068 3.487
C 0.54401 -2.23587 -1.49813 1.476 -0.333 -2.055
H 1.78346 1.58384 -0.40219 0.735 -0.481 -0.236
H 0.72649 1.80573 -1.87789 0.547 0.606 1.130
H 1.23917 3.15180 -0.71959 -0.690 0.240 -0.079
H -0.63434 2.38164 0.66807 0.217 -0.167 -1.211
H -2.34500 0.82092 2.63812 0.001 0.003 0.299
H -1.79812 -1.58128 2.31731 0.019 -0.272 -0.073
H -2.67962 0.01952 0.37518 0.421 -0.828 1.153
H 1.33908 -1.19032 0.75525 0.619 -1.121 1.021
H -0.43356 -0.28578 -1.23039 -1.897 1.223 -1.873
H -0.28143 -2.95939 -1.62280 0.236 0.638 0.199
H 1.33618 -2.66208 -0.87164 -0.437 -0.059 0.029
H 1.07832 -2.09623 -2.51052 -1.146 -0.034 1.399
```
Positions in Å, forces in eV/Å.

These are the Löwdin partial charges, in e, on atoms 1 to 6: -0.05, -0.09, -0.82, 0.79, 0.54, -0.13

=====

# 4
This record from the Open Molecules 2025 dataset describes a structure of composition C4H12FO2Pb. The level of theory is ωB97M-V with the def2-TZVPD basis set.

HOMO energy, Eh: -0.4503
HOMO-LUMO gap, Eh: 0.15529
Charge: +1
Multiplicity: 1
LUMO, eV: -8.0267

```
20
Properties=species:S:1:pos:R:3:forces:R:3
Pb -1.68881 2.45600 1.71576 2.109 -2.776 -1.889
F -0.38292 0.72459 0.65968 -2.249 2.641 1.775
C 4.32268 0.94015 2.16413 0.116 1.181 0.350
C 2.82222 0.80973 2.14407 -1.181 -0.905 1.034
O 2.34835 0.50161 0.86286 0.488 0.249 -0.938
H 4.58489 1.63378 1.36337 0.259 -0.577 -0.464
H 4.89504 0.01600 2.18678 -0.237 -0.060 -0.528
H 4.67603 1.51841 3.02130 -0.358 -0.224 0.398
H 2.30893 1.68480 2.56943 0.318 0.714 -0.314
H 2.41931 0.03964 2.81346 0.633 -0.349 0.284
H 1.38880 0.42209 0.83827 0.112 -0.023 0.166
C -3.58832 -1.35517 -3.16237 0.130 -1.393 1.057
C -3.02098 -1.29996 -1.74565 -0.426 2.125 0.186
O -2.03440 -0.25800 -1.69324 0.673 0.218 0.068
H -4.23773 -2.23337 -3.12956 0.116 -0.208 -0.538
H -2.73944 -1.51056 -3.82588 -0.319 0.035 -0.348
H -4.25169 -0.55039 -3.47151 0.479 0.407 0.256
H -2.56475 -2.19989 -1.33366 -0.370 -0.371 -0.501
H -3.76808 -0.89505 -1.05482 -0.574 -0.894 0.067
H -1.48913 -0.44441 -0.92243 0.282 0.210 -0.122
```
Positions in Å, forces in eV/Å.

These are the Löwdin partial charges, in e, on atoms 1 to 6: 1.70, -0.60, -0.07, -0.37, -0.08, 0.08

=====

What are the energy above the lowest of the compared OMol25 structures with the same formula, charge and spin values for these records? In order: 0.0, 218.4, 165.7, 0.0 kJ/mol.
What are the E_tot values for these records? In order: -54954.4821, -71180.5932, -27713.7039, -16392.7868 eV.